## a
H29O14 | the ωB97M-V functional and the def2-TZVPD basis

Each atom is followed by the atoms it is bonded to, with distances in Å.
Cartesian coordinates (Å):
1 H 0.793 3.556 -2.760  O4 1.027
2 O 1.238 -1.090 3.550  H7 1.058, H29 0.985
3 H -2.336 3.642 0.880  O42 1.048
4 O 0.751 4.097 -1.888  H1 1.027, H24 1.059
5 O -2.565 0.520 -3.108  H32 0.849, H41 0.895
6 H 0.942 -5.103 1.518  O11 0.932
7 H 1.278 -0.639 4.506  O2 1.058
8 H -1.617 -1.889 2.866  O37 1.198
9 H -2.554 2.120 1.638  O38 0.989
10 H 3.356 0.795 -2.459  O34 1.029
11 O 1.119 -4.815 0.650  H6 0.932, H12 0.969
12 H 1.997 -4.409 0.716  O11 0.969
13 H -2.821 -0.738 3.800  O35 0.972
14 H 0.464 -0.481 -4.136  O21 1.040
15 H -2.624 -0.038 2.236  O35 1.109
16 H -3.644 1.508 -0.319  O19 0.921
17 O 3.172 -1.244 1.071  H27 0.939, H30 0.911
18 H 2.875 -2.614 -1.006  O23 0.981
19 O -3.945 2.113 0.306  H16 0.921, H22 0.868
20 H 4.040 -3.124 -1.857  O23 0.991
21 O 1.319 -0.610 -3.558  H14 1.040, H26 1.028
22 H -4.805 2.004 0.346  O19 0.868
23 O 3.803 -2.392 -1.232  H18 0.981, H20 0.991
24 H 1.282 3.510 -1.185  O4 1.059
25 H -1.728 2.058 2.908  O38 0.884
26 H 1.529 -1.573 -3.853  O21 1.028
27 H 2.884 -0.400 1.365  O17 0.939
28 H -1.051 0.572 -2.329  O40 0.948
29 H 2.108 -1.219 3.106  O2 0.985
30 H 3.095 -1.186 0.166  O17 0.911
31 H -0.579 -2.698 1.507  O37 1.011
32 H -3.233 0.832 -3.527  O5 0.849
33 H -1.795 3.991 -0.622  O42 1.027
34 O 4.021 1.223 -1.801  H10 1.029, H43 1.017
35 O -2.646 -0.949 2.868  H13 0.972, H15 1.109
36 H -1.346 1.814 -1.816  O40 0.978
37 O -0.608 -2.403 2.473  H8 1.198, H31 1.011, H39 1.040
38 O -2.372 1.631 2.477  H9 0.989, H25 0.884
39 H 0.209 -1.801 2.699  O37 1.040
40 O -0.920 0.996 -1.491  H28 0.948, H36 0.978
41 H -2.545 -0.349 -2.897  O5 0.895
42 O -1.465 3.872 0.344  H3 1.048, H33 1.027
43 H 4.923 0.907 -2.149  O34 1.017

The value obtained for the LUMO energy is -2.980 eV. The net charge is +1. For the HOMO energy, the calculation gives -12.9 eV. For the gap between HOMO and LUMO, the calculation gives 9.95 eV.


## b
H29O14 | the ωB97M-V functional and the def2-TZVPD basis

Each atom is followed by the atoms it is bonded to, with distances in Å.
Cartesian coordinates (Å):
1 H 1.428 -1.957 -1.709  O9 0.972
2 O -2.642 2.318 0.819  H7 0.956, H23 0.964
3 O -0.828 0.826 3.848  H32 0.956, H43 0.960
4 H -2.920 0.990 -3.407  O41 0.952
5 H -2.508 0.905 -0.589  O28 0.956
6 H -4.730 -0.083 -1.883  O37 0.962
7 H -3.126 2.766 1.511  O2 0.956
8 O -2.474 -1.664 2.198  H31 0.949, H36 0.964
9 O 1.933 -2.289 -0.947  H1 0.972, H24 0.965
10 H 0.271 0.158 -3.202  O42 0.959
11 H -0.756 -0.993 -3.452  O42 0.955
12 H 2.793 -0.658 1.184  O16 1.096
13 H 4.032 -3.558 1.470  O35 0.963
14 O 1.891 3.651 0.173  H21 0.962, H29 0.959
15 H -2.074 -0.230 -1.627  O28 0.956
16 O 1.953 -1.304 1.463  H12 1.096, H20 1.012, H40 0.984
17 H 3.714 -0.570 -2.736  O22 0.955
18 H 3.131 0.616 -0.116  O33 0.967
19 O -0.542 -0.022 1.038  H26 0.941, H30 0.961
20 H 1.535 -1.623 0.599  O16 1.012
21 H 2.619 4.101 0.611  O14 0.962
22 O 3.633 0.316 -2.388  H17 0.955, H34 0.956
23 H -2.310 3.006 0.230  O2 0.964
24 H 1.843 -3.248 -1.019  O9 0.965
25 H 4.463 -0.029 0.620  O33 0.962
26 H -0.239 -0.238 0.174  O19 0.941
27 H 3.490 -3.259 2.772  O35 0.967
28 O -1.802 0.530 -1.114  H5 0.956, H15 0.956
29 H 1.178 3.792 0.799  O14 0.959
30 H -1.171 0.704 1.029  O19 0.961
31 H -2.222 -2.574 2.100  O8 0.949
32 H -1.372 1.326 3.240  O3 0.956
33 O 3.586 0.360 0.698  H18 0.967, H25 0.962
34 H 3.647 1.055 -2.996  O22 0.956
35 O 3.802 -2.781 1.990  H13 0.963, H27 0.967
36 H -1.753 -1.042 2.047  O8 0.964
37 O -4.761 -0.274 -0.941  H6 0.962, H39 0.950
38 H -3.546 1.490 -2.097  O41 0.954
39 H -5.349 -0.885 -0.513  O37 0.950
40 H 1.125 -0.820 1.684  O16 0.984
41 O -3.746 1.108 -2.949  H4 0.952, H38 0.954
42 O 0.158 -0.793 -3.259  H10 0.959, H11 0.955
43 H -1.358 0.876 4.646  O3 0.960

The value obtained for the LUMO energy is -2.841 eV. The net charge is +1. For the HOMO energy, the calculation gives -13.1 eV. For the gap between HOMO and LUMO, the calculation gives 10.22 eV.


Which one is the least stable? From the structures above, a.